The following is a quantum chemistry calculation of 3 unconnected molecules or ions with the total composition CH8N2O3, from OMol25.

Values from the calculation:
SMILES = NC(N)=O.O.O
strongest force on any atom = 1.15 eV Å⁻¹
gap between HOMO and LUMO = 10.54 eV
2S+1 = 1
relative energy (zero: lowest compared OMol25 entry of this formula, charge and spin) = 17.0 kcal per mole

```
14
Properties=species:S:1:pos:R:3:nbo_charge:R:1
N -0.735 1.429 -1.111 -0.8555
C 0.607 1.213 -1.164 0.7826
N 1.398 2.348 -0.892 -0.8761
O 1.087 0.109 -1.281 -0.6603
H -1.031 2.371 -0.970 0.3820
H -1.258 0.641 -0.748 0.4355
H 2.381 2.180 -0.782 0.3941
H 1.236 3.219 -1.368 0.3821
H -1.144 -1.826 -0.840 0.4803
H -0.449 -1.260 0.271 0.4766
O -1.345 -1.230 -0.111 -0.9415
H -0.542 -2.872 2.292 0.4689
H 0.120 -2.889 3.671 0.4678
O -0.325 -3.434 3.034 -0.9365
```

The following is a quantum chemistry calculation of 3 unconnected molecules or ions with the total composition CH8N2O3, from OMol25.

Values from the calculation:
SMILES = NC(N)=O.O.O
strongest force on any atom = 0.79 eV Å⁻¹
gap between HOMO and LUMO = 11.09 eV
2S+1 = 1
relative energy (zero: lowest compared OMol25 entry of this formula, charge and spin) = 10.8 kcal per mole

```
14
Properties=species:S:1:pos:R:3:nbo_charge:R:1
N 0.751 0.733 -1.484 -0.8417
C 1.044 0.205 -0.258 0.7749
N 2.319 -0.240 -0.077 -0.8424
O 0.195 0.124 0.623 -0.7029
H 1.448 0.832 -2.191 0.3943
H -0.191 1.076 -1.575 0.4163
H 2.508 -0.621 0.832 0.4116
H 3.079 0.151 -0.606 0.3907
H -2.658 0.480 2.364 0.4612
H -1.515 1.199 1.725 0.4834
O -2.211 1.332 2.381 -0.9456
H -1.963 -1.243 -0.145 0.4713
H -0.926 -2.012 -0.861 0.4650
O -1.881 -2.016 -0.729 -0.9363
```

The following is a quantum chemistry calculation of 2 unconnected molecules or ions with the total composition CH8N2S, from OMol25.

Values from the calculation:
SMILES = NCN.S
strongest force on any atom = 0.97 eV Å⁻¹
gap between HOMO and LUMO = 9.80 eV
2S+1 = 1
relative energy (zero: lowest compared OMol25 entry of this formula, charge and spin) = 10.6 kcal per mole

```
12
Properties=species:S:1:pos:R:3:nbo_charge:R:1
S -1.250 1.311 -3.241 -0.2737
H -2.054 0.255 -3.143 0.1415
H -0.297 0.711 -2.528 0.1323
N 0.833 -1.342 1.089 -0.8639
C 0.073 -0.172 1.449 -0.0401
N 0.231 0.920 0.468 -0.8199
H 1.521 -1.186 0.372 0.3556
H 1.237 -1.841 1.863 0.3674
H -0.990 -0.408 1.513 0.1569
H 0.368 0.204 2.440 0.1507
H -0.623 0.906 -0.086 0.3557
H 0.950 0.642 -0.196 0.3374
```

The following is a quantum chemistry calculation of a gas-phase ion, CH8N3 (charge +1), from OMol25.

Values from the calculation:
SMILES = NNC[NH3+]
strongest force on any atom = 4.44 eV Å⁻¹
gap between HOMO and LUMO = 11.47 eV
2S+1 = 1
relative energy (zero: lowest compared OMol25 entry of this formula, charge and spin) = 67.7 kcal per mole
charge = +1

```
12
Properties=species:S:1:pos:R:3:nbo_charge:R:1
C 0.588 0.705 0.267 -0.1001
N 1.207 -0.586 -0.224 -0.7585
N -0.705 0.650 -0.375 -0.4866
N -1.280 -0.620 0.073 -0.6917
H 1.101 1.677 -0.208 0.2477
H 0.369 0.923 1.391 0.2349
H 0.257 -1.115 0.094 0.4654
H 2.102 -0.870 0.235 0.4501
H -1.329 1.455 -0.261 0.4010
H -1.890 -1.017 -0.655 0.4055
H 1.358 -0.586 -1.260 0.4524
H -1.779 -0.616 0.923 0.3798
```

The following is a quantum chemistry calculation of 2 unconnected molecules or ions with the total composition CH8N3, from OMol25.

Values from the calculation:
strongest force on any atom = 3.78 eV Å⁻¹
gap between HOMO and LUMO = 11.50 eV
2S+1 = 1
relative energy (zero: lowest compared OMol25 entry of this formula, charge and spin) = 39.3 kcal per mole
charge = +1

```
12
Properties=species:S:1:pos:R:3:nbo_charge:R:1
C -0.068 -0.536 0.427 0.4142
N 1.264 -0.463 0.592 -0.7609
N -0.958 0.089 1.194 -0.7615
N -0.201 0.560 -1.409 -0.9916
H -0.162 -1.542 -0.198 0.2469
H 1.877 -1.115 0.132 0.4289
H 1.685 0.206 1.307 0.4171
H -0.631 0.590 2.023 0.4251
H -1.898 0.040 1.038 0.4213
H -1.181 0.487 -1.457 0.3794
H -0.061 1.566 -1.580 0.3972
H 0.334 0.118 -2.070 0.3840
```

The following is a quantum chemistry calculation of 2 unconnected molecules or ions with the total composition CH8N3OSi, from OMol25.

Values from the calculation:
strongest force on any atom = 4.37 eV Å⁻¹
gap between HOMO and LUMO = 9.39 eV
2S+1 = 1
relative energy (zero: lowest compared OMol25 entry of this formula, charge and spin) = 51.8 kcal per mole
charge = +1

```
14
Properties=species:S:1:pos:R:3:nbo_charge:R:1
C 0.258 0.327 -1.081 0.7805
N 0.249 0.984 -2.262 -0.7455
N 1.041 0.711 -0.075 -0.4132
N 0.964 -0.048 1.047 -0.8149
O -0.241 -0.847 -1.007 -0.7136
Si 0.011 -1.593 0.617 1.4979
H 0.588 1.924 -2.123 0.4003
H -0.440 0.909 -2.941 0.4346
H 1.693 1.522 -0.053 0.4412
H -2.548 0.068 2.599 0.0679
H 0.725 0.461 1.939 0.4090
H -2.021 -0.051 2.128 -0.0692
H 1.139 -2.373 0.494 -0.1664
H -1.417 -1.992 0.719 -0.1086
```

The following is a quantum chemistry calculation of 2 unconnected molecules or ions with the total composition CH8N4, from OMol25.

Values from the calculation:
strongest force on any atom = 3.63 eV Å⁻¹
gap between HOMO and LUMO (alpha / beta) = 7.83 / 7.75 eV
2S+1 = 1
relative energy (zero: lowest compared OMol25 entry of this formula, charge and spin) = 46.0 kcal per mole
charge = +2

```
13
Properties=species:S:1:pos:R:3:nbo_charge:R:1
C -2.221 -0.035 -0.601 0.0467
N -1.058 -0.368 -0.929 -0.5906
N 1.104 1.345 -0.164 -0.3677
N 1.076 0.106 -0.366 0.1965
N 1.250 -0.720 0.778 -0.6203
H -3.060 -0.595 -1.145 0.2619
H -2.410 0.711 0.255 0.2350
H -0.891 -1.243 -1.541 0.4196
H 0.910 1.671 0.743 0.4048
H 1.408 2.053 -0.915 0.4997
H 0.416 -1.352 0.994 0.5147
H 1.896 -0.259 1.651 0.5086
H 1.922 -1.439 0.417 0.4910
```

The following is a quantum chemistry calculation of 2 unconnected molecules or ions with the total composition CH8N6, from OMol25.

Values from the calculation:
SMILES = [H]/N=N/N=C(N)N.N
strongest force on any atom = 3.96 eV Å⁻¹
gap between HOMO and LUMO = 9.29 eV
2S+1 = 1
relative energy (zero: lowest compared OMol25 entry of this formula, charge and spin) = 19.3 kcal per mole

```
15
Properties=species:S:1:pos:R:3:nbo_charge:R:1
C 0.351 -0.342 0.684 0.6526
N 0.555 -1.396 -0.196 -0.8134
N 1.437 -0.076 1.512 -0.8107
N 0.413 1.125 -1.182 -1.1235
N -2.095 0.091 -0.572 -0.5643
N -0.857 -0.194 1.257 -0.4178
N -2.008 -0.239 0.668 0.0423
H -0.131 -1.417 -0.936 0.4041
H 1.497 -1.479 -0.545 0.3820
H 2.045 -0.867 1.674 0.3864
H 1.172 0.377 2.379 0.4001
H 0.639 1.315 -2.153 0.3629
H 0.698 1.942 -0.651 0.3622
H -0.626 1.003 -1.134 0.4021
H -3.088 0.157 -0.806 0.3349
```

The following is a quantum chemistry calculation of a single CH8N6O molecule, from OMol25.

Values from the calculation:
SMILES = [H]/N=[N+](\[O-])[C@@H](N)N(N)N
strongest force on any atom = 3.99 eV Å⁻¹
gap between HOMO and LUMO = 9.48 eV
2S+1 = 1
relative energy (zero: lowest compared OMol25 entry of this formula, charge and spin) = 47.4 kcal per mole

```
16
Properties=species:S:1:pos:R:3:nbo_charge:R:1
C -0.199 0.343 -0.475 0.1968
N -1.854 -1.218 -0.260 -0.4638
N -0.194 1.817 -0.320 -0.8328
N 1.918 0.589 0.653 -0.6545
N 1.191 -1.592 -0.123 -0.6486
N 0.818 -0.286 0.348 -0.1889
N -1.482 -0.138 0.141 0.3500
O -2.106 0.658 0.798 -0.4649
H -0.183 -0.067 -1.515 0.1849
H -2.611 -1.557 0.325 0.3397
H -0.503 2.295 -1.166 0.3686
H -0.890 2.138 0.382 0.4014
H 1.720 0.697 1.653 0.3629
H 2.802 0.142 0.482 0.3626
H 1.106 -1.631 -1.118 0.3240
H 0.468 -2.189 0.198 0.3625
```

The following is a quantum chemistry calculation of 2 unconnected molecules or ions with the total composition CH8NO2, from OMol25.

Values from the calculation:
strongest force on any atom = 1.03 eV Å⁻¹
gap between HOMO and LUMO = 12.42 eV
2S+1 = 1
relative energy (zero: lowest compared OMol25 entry of this formula, charge and spin) = 5.3 kcal per mole
charge = +1

```
12
Properties=species:S:1:pos:R:3:nbo_charge:R:1
O 1.614 -0.051 1.706 -0.9855
H 0.562 0.547 -1.502 0.4592
H 1.270 -0.623 2.410 0.4921
H 2.509 0.166 1.996 0.5030
N 0.421 -0.360 -1.048 -0.6918
C -0.816 -0.266 -0.209 0.0937
O -1.610 0.688 -0.798 -0.6979
H 0.308 -1.011 -1.832 0.4425
H 1.189 -0.672 -0.448 0.4725
H -0.454 -0.020 0.792 0.2084
H -1.287 -1.252 -0.141 0.1886
H -2.223 1.064 -0.148 0.5151
```

The following is a quantum chemistry calculation of 3 unconnected molecules or ions with the total composition CH8NO3, from OMol25.

Values from the calculation:
strongest force on any atom = 1.05 eV Å⁻¹
gap between HOMO and LUMO = 7.98 eV
2S+1 = 1
relative energy (zero: lowest compared OMol25 entry of this formula, charge and spin) = 7.9 kcal per mole
charge = -1

```
13
Properties=species:S:1:pos:R:3:nbo_charge:R:1
N 1.042 -1.448 1.202 -0.8988
C 1.024 -0.852 -0.195 0.1261
O -0.181 -0.676 -0.776 -0.9569
H 0.254 -2.089 1.228 0.3384
H 0.682 -0.749 1.842 0.3267
H 1.733 -1.514 -0.701 0.0912
H 1.524 0.140 -0.104 0.0823
H -0.310 1.367 -1.211 0.5073
H -1.018 2.404 -1.967 0.4500
O -0.198 2.287 -1.498 -0.9769
H -1.322 -0.109 0.140 0.5017
H -1.309 0.961 1.174 0.4394
O -1.923 0.278 0.866 -1.0306
```

The following is a quantum chemistry calculation of 3 unconnected molecules or ions with the total composition CH8O2S2, from OMol25.

Values from the calculation:
SMILES = CSS.O.O
strongest force on any atom = 0.78 eV Å⁻¹
gap between HOMO and LUMO = 9.18 eV
2S+1 = 1
relative energy (zero: lowest compared OMol25 entry of this formula, charge and spin) = 9.6 kcal per mole

```
13
Properties=species:S:1:pos:R:3:nbo_charge:R:1
C -2.137 1.775 0.660 -0.7403
S -1.979 0.096 0.003 0.0844
S -0.413 -0.578 1.206 -0.1547
H -1.169 2.234 0.713 0.2210
H -2.624 1.715 1.621 0.2181
H -2.745 2.351 -0.050 0.2291
H 0.457 -0.767 0.204 0.1419
H 2.531 -2.557 -2.463 0.4647
H 2.919 -1.285 -1.732 0.4753
O 2.807 -1.643 -2.620 -0.9398
H 3.590 0.877 1.032 0.4724
H 2.517 1.538 0.203 0.4731
O 3.030 0.724 0.262 -0.9452
```

strongest force on any atom of number 5 (CH8N3)?
3.78 eV Å⁻¹

Please write out number 3 again, unchanged.
The following is a quantum chemistry calculation of 2 unconnected molecules or ions with the total composition CH8N2S, from OMol25.

Values from the calculation:
SMILES = NCN.S
strongest force on any atom = 0.97 eV Å⁻¹
gap between HOMO and LUMO = 9.80 eV
2S+1 = 1
relative energy (zero: lowest compared OMol25 entry of this formula, charge and spin) = 10.6 kcal per mole

```
12
Properties=species:S:1:pos:R:3:nbo_charge:R:1
S -1.250 1.311 -3.241 -0.2737
H -2.054 0.255 -3.143 0.1415
H -0.297 0.711 -2.528 0.1323
N 0.833 -1.342 1.089 -0.8639
C 0.073 -0.172 1.449 -0.0401
N 0.231 0.920 0.468 -0.8199
H 1.521 -1.186 0.372 0.3556
H 1.237 -1.841 1.863 0.3674
H -0.990 -0.408 1.513 0.1569
H 0.368 0.204 2.440 0.1507
H -0.623 0.906 -0.086 0.3557
H 0.950 0.642 -0.196 0.3374
```